Formula: C42H80N6O20
Source: OMol25
Level of theory: ωB97M-V with the def2-TZVPD basis set

CARTESIAN COORDINATES (ANGSTROEM)
1 O -2.23204 6.25224 -1.99906
2 C -1.21667 6.13757 -1.32842
3 C -0.28634 7.19260 -1.00338
4 C 0.88369 6.96236 -0.35234
5 O 1.76781 7.93409 -0.25311
6 C 1.21086 5.61537 0.35414
7 O 2.25635 5.51873 1.05672
8 C 0.24811 4.60859 0.00333
9 C -0.82153 4.80724 -0.77610
10 O -1.67782 3.76357 -1.09118
11 H -0.53227 8.18664 -1.34660
12 H 2.40020 7.60350 0.38906
13 H 0.47838 3.64088 0.42393
14 H -2.43849 4.18406 -1.49883
15 O 0.33419 1.10618 -1.98330
16 C 0.47789 0.30466 -1.07372
17 C -0.51277 0.45378 0.09660
18 C -0.55024 -0.50717 1.10061
19 O -1.32757 -0.33470 2.19923
20 C 0.30678 -1.78852 1.07810
21 O 0.46887 -2.64222 1.93586
22 C 1.15423 -1.82593 -0.09750
23 C 1.25022 -0.93985 -1.05114
24 O 2.10733 -1.16730 -2.10840
25 H -1.16534 1.31402 0.07347
26 H -1.75315 0.52565 2.18232
27 H 1.79935 -2.69105 -0.13959
28 H 1.95542 -0.58152 -2.85364
29 C -3.05220 0.21497 5.31502
30 N -2.75536 -1.19341 5.58992
31 C -1.37704 -1.62911 5.73753
32 C -3.76687 -2.12029 5.57362
33 O -3.64522 -3.32532 5.59906
34 H -2.42198 0.92871 5.84561
35 H -4.11393 0.30857 5.54318
36 H -2.68123 0.42761 4.31239
37 H -0.90479 -1.30905 6.66632
38 H -1.21730 -2.69112 5.55124
39 H -0.85758 -1.29712 4.83861
40 H -4.75565 -1.63674 5.59980
41 C -1.95050 5.11065 4.52380
42 N -2.28568 4.19148 3.42535
43 C -3.70471 4.04836 3.28339
44 C -1.46651 3.23406 3.03087
45 O -1.83667 2.19412 2.46496
46 H -2.48579 6.05320 4.40904
47 H -0.89145 5.28057 4.71776
48 H -2.31865 4.67462 5.45248
49 H -3.94707 3.74900 2.26372
50 H -4.09448 3.39499 4.06395
51 H -4.07631 5.07182 3.33381
52 H -0.43688 3.47176 3.33999
53 C 5.53937 -5.64455 1.45182
54 N 6.23549 -4.37302 1.04595
55 C 5.34999 -3.20673 0.98129
56 C 7.53207 -4.49860 0.49030
57 O 8.08310 -3.60876 -0.20299
58 H 5.38569 -5.66680 2.53070
59 H 6.13566 -6.54153 1.28456
60 H 4.64751 -5.95262 0.90613
61 H 4.60851 -3.34667 0.19470
62 H 4.79202 -2.89265 1.86341
63 H 6.00183 -2.39817 0.65049
64 H 7.97313 -5.50062 0.60698
65 C 4.20818 -3.50576 -3.74066
66 N 3.24063 -4.40160 -3.04913
67 C 3.77477 -5.47623 -2.16320
68 C 1.93121 -4.11799 -3.05851
69 O 1.07627 -4.67311 -2.38290
70 H 5.06140 -3.23768 -3.11757
71 H 3.79354 -2.53705 -4.01954
72 H 4.75497 -4.07945 -4.48900
73 H 4.17086 -6.27776 -2.78670
74 H 4.70054 -5.18074 -1.66950
75 H 2.99235 -5.73719 -1.45059
76 H 1.68112 -3.28452 -3.73303
77 C 2.19454 3.80149 -2.62244
78 N 2.55443 4.41013 -3.93761
79 C 1.56643 5.47035 -4.23739
80 C 3.80221 4.11951 -4.51037
81 O 4.26743 4.84690 -5.38047
82 H 2.54579 4.41395 -1.79201
83 H 2.73395 2.87420 -2.42934
84 H 1.11559 3.70225 -2.50372
85 H 0.78082 5.10252 -4.89740
86 H 1.17503 6.00070 -3.36926
87 H 2.12742 6.26369 -4.73135
88 H 4.22454 3.17096 -4.14418
89 C 1.12440 1.78130 -6.30959
90 N 2.30350 0.88910 -6.52062
91 C 3.00396 0.99050 -7.75423
92 C 2.73178 0.06603 -5.53915
93 O 2.21800 -0.10888 -4.46349
94 H 0.38656 1.89842 -7.10331
95 H 1.50968 2.73672 -5.95346
96 H 0.49110 1.36835 -5.52441
97 H 4.06792 0.95801 -7.51960
98 H 2.76211 0.17903 -8.44060
99 H 2.97428 1.92640 -8.31219
100 H 3.62321 -0.46027 -5.91408
101 C 2.74653 -9.03940 2.59714
102 O 3.30754 -7.88398 3.30617
103 C 2.37668 -7.51304 4.28654
104 C 3.01934 -6.37168 5.02948
105 O 2.13959 -5.34208 5.32956
106 C 1.91957 -4.32529 4.32724
107 H 3.49747 -9.46852 1.93378
108 H 1.79828 -8.78042 2.12615
109 H 2.54222 -9.85089 3.29561
110 H 2.16417 -8.30720 5.00226
111 H 1.35886 -7.36956 3.92383
112 H 3.81803 -5.91862 4.44216
113 H 3.54078 -6.67637 5.93687
114 H 2.81223 -3.74358 4.09733
115 H 1.08554 -3.65702 4.54154
116 H 1.64555 -4.70520 3.34302
117 C -6.70451 -0.25290 3.92195
118 O -5.64888 0.45379 3.30118
119 C -4.85757 -0.28970 2.35388
120 C -5.59205 -0.83493 1.15690
121 O -4.58995 -1.14234 0.20988
122 C -5.09384 -1.26484 -1.07304
123 H -7.12586 0.35026 4.72616
124 H -6.41123 -1.24753 4.25783
125 H -7.45002 -0.56686 3.19137
126 H -4.29976 -1.10104 2.82151
127 H -4.11542 0.42835 2.00502
128 H -6.31446 -0.10352 0.79463
129 H -6.13925 -1.70471 1.52045
130 H -5.97290 -0.65799 -1.29005
131 H -5.30024 -2.29913 -1.34829
132 H -4.24616 -1.11810 -1.74236
133 C -4.34472 2.30090 -0.08989
134 O -4.81591 3.14216 -1.21478
135 C -4.46641 2.63901 -2.47051
136 C -4.68902 3.71605 -3.52207
137 O -3.55041 4.50988 -3.87308
138 C -2.71336 3.78317 -4.68472
139 H -3.45074 2.88961 0.11583
140 H -4.11309 1.27797 -0.38664
141 H -5.00712 2.37243 0.77279
142 H -5.05378 1.76374 -2.74800
143 H -3.42150 2.34347 -2.56499
144 H -5.42902 4.42948 -3.15940
145 H -5.17800 3.38315 -4.43758
146 H -3.14452 3.26199 -5.53946
147 H -2.14512 3.12579 -4.02665
148 H -1.88399 4.31785 -5.14771

Atoms 1-2, force components in eV/Å:
O 0.7 -0.2 0.7
C -0.1 0.4 -0.1

Results
F_max = 4.6 eV/Å
Gap between HOMO and LUMO = 0.251 hartree
SMILES = O=C1C=C(O)C(=O)C=C1O.O=C1C=C(O)C(=O)C=C1O.CN(C)C=O.CN(C)C=O.CN(C)C=O.CN(C)C=O.CN(C)C=O.CN(C)C=O.COCCOC.COCCOC.COCCOC
DFT total energy = -94732.811 eV
HOMO level = -8.84 eV
LUMO level = -0.074 hartree

Results of the Löwdin charge analysis, in e, for atoms 1 through 5: 0.1297, -0.3251, 0.0588, -0.2290, 0.1261